[1]
A cluster of 24 separate species, C57H173N37O24 in total in a non-equilibrium geometry. Source: OMol25; level of theory: ωB97M-V with the def2-TZVPD basis set.

Geometry as XYZ:
```
291
C57H173N37O24 | OMol25 | ωB97M-V with the def2-TZVPD basis set
C -0.81 -1.47 1.27
C -1.14 -0.35 0.28
C -0.62 1.07 0.74
O 0.81 0.96 0.78
C 1.43 2.11 1.31
N -0.49 -0.73 -0.93
H -1.40 -2.33 0.93
H -1.12 -1.24 2.28
H 0.22 -1.82 1.36
H -2.21 -0.26 0.07
H -1.11 1.37 1.66
H -0.97 1.78 -0.01
H 1.30 2.36 2.36
H 1.10 3.06 0.89
H 2.47 1.94 0.99
H 0.37 -0.21 -0.79
H -0.30 -1.72 -1.01
C 5.10 7.10 -3.62
C 5.71 6.29 -4.81
C 5.00 4.99 -5.09
O 5.22 4.29 -3.88
C 4.64 2.96 -3.90
N 5.70 7.25 -5.89
H 5.51 8.12 -3.59
H 5.29 6.66 -2.64
H 4.02 7.12 -3.79
H 6.73 6.14 -4.47
H 5.42 4.53 -5.98
H 3.96 5.23 -5.32
H 3.59 2.82 -3.65
H 5.18 2.34 -3.18
H 4.78 2.54 -4.90
H 6.54 7.20 -6.45
H 5.66 8.15 -5.43
C -3.63 -0.01 -2.35
C -3.46 -1.29 -3.13
C -2.67 -1.07 -4.44
O -3.34 -0.60 -5.60
C -3.38 0.80 -5.82
N -2.92 -2.32 -2.23
H -2.68 0.52 -2.24
H -4.01 -0.16 -1.35
H -4.14 0.72 -2.97
H -4.45 -1.67 -3.37
H -2.28 -2.01 -4.82
H -1.74 -0.51 -4.29
H -4.11 1.21 -5.13
H -3.84 1.17 -6.74
H -2.38 1.24 -5.76
H -3.57 -2.47 -1.47
H -2.04 -1.96 -1.87
C -0.40 -6.46 0.13
C 0.69 -5.62 0.94
C 1.78 -5.09 0.00
O 1.34 -4.03 -0.87
C 2.24 -3.80 -1.93
N 0.05 -4.52 1.64
H -1.29 -6.62 0.73
H -0.13 -7.43 -0.30
H -0.74 -5.88 -0.73
H 1.08 -6.22 1.77
H 2.11 -5.88 -0.67
H 2.69 -4.76 0.51
H 3.23 -3.50 -1.58
H 1.87 -3.00 -2.57
H 2.29 -4.68 -2.57
H 0.69 -3.94 2.17
H -0.20 -3.87 0.91
C 0.11 0.37 4.90
C 1.42 0.62 5.67
C 1.30 1.14 7.09
O 1.05 2.58 7.16
C 1.10 3.16 8.48
N 2.25 -0.54 5.53
H -0.44 1.31 4.80
H -0.46 -0.45 5.35
H 0.22 0.00 3.88
H 1.92 1.44 5.16
H 2.17 0.81 7.65
H 0.50 0.66 7.67
H 0.51 4.08 8.48
H 2.14 3.41 8.68
H 0.79 2.43 9.23
H 2.30 -0.86 4.57
H 3.22 -0.33 5.70
C -0.32 9.28 0.34
C 0.47 8.01 0.65
C -0.48 6.92 1.22
O 0.15 5.77 1.71
C -0.76 4.78 2.17
N 1.24 7.63 -0.55
H -1.11 8.98 -0.35
H 0.29 10.03 -0.17
H -0.66 9.63 1.32
H 1.12 8.26 1.49
H -1.18 6.69 0.41
H -1.20 7.39 1.89
H -1.31 5.17 3.02
H -0.21 3.96 2.63
H -1.35 4.30 1.39
H 0.61 7.39 -1.30
H 1.62 6.74 -0.24
C -0.79 -9.48 -5.79
C -0.86 -9.05 -4.43
C -1.11 -7.52 -4.20
O 0.09 -6.80 -4.55
C 0.15 -5.40 -4.24
N -1.99 -9.80 -3.83
H -1.70 -9.22 -6.32
H -0.59 -10.55 -5.66
H 0.05 -8.93 -6.22
H 0.06 -9.33 -3.93
H -1.31 -7.31 -3.15
H -1.95 -7.30 -4.85
H -0.60 -4.95 -4.89
H 1.13 -4.99 -4.51
H -0.06 -5.12 -3.21
H -1.73 -10.78 -3.87
H -2.16 -9.51 -2.88
C -3.51 1.97 3.40
C -4.13 0.62 2.98
C -4.91 -0.16 4.07
O -5.28 -1.46 3.58
C -5.78 -2.30 4.64
N -5.08 0.92 1.93
H -2.90 2.31 2.56
H -2.91 1.87 4.30
H -4.30 2.72 3.54
H -3.26 0.01 2.75
H -5.76 0.38 4.46
H -4.24 -0.26 4.92
H -5.82 -3.39 4.59
H -6.60 -1.97 5.28
H -4.99 -2.43 5.38
H -5.79 1.42 2.44
H -5.50 0.09 1.54
C 1.10 -0.68 -4.89
C 0.66 -1.68 -6.01
C -0.01 -0.90 -7.14
O 0.71 0.09 -7.86
C -0.07 0.79 -8.84
N 1.97 -2.22 -6.45
H 1.53 -1.13 -4.00
H 0.32 -0.01 -4.54
H 1.82 -0.03 -5.40
H 0.05 -2.54 -5.72
H -0.90 -0.44 -6.72
H -0.44 -1.66 -7.80
H -0.81 1.34 -8.26
H -0.58 -0.03 -9.35
H 0.70 1.34 -9.38
H 2.52 -1.44 -6.77
H 1.84 -2.87 -7.22
C 3.57 0.47 -1.02
C 4.81 -0.31 -0.66
C 5.89 -0.10 -1.64
O 6.88 -1.01 -1.23
C 8.09 -0.95 -1.95
N 5.25 0.15 0.65
H 3.77 1.54 -0.93
H 2.72 0.15 -0.43
H 3.25 0.29 -2.05
H 4.50 -1.36 -0.60
H 6.19 0.94 -1.57
H 5.56 -0.28 -2.67
H 8.57 -1.92 -1.95
H 8.70 -0.16 -1.51
H 7.89 -0.66 -2.98
H 5.31 1.14 0.44
H 6.20 -0.14 0.83
C 0.09 3.97 -5.90
C -0.56 3.37 -4.63
C 0.40 3.18 -3.46
O 0.92 4.47 -3.00
C 1.75 4.36 -1.78
N -1.60 4.29 -4.16
H 0.34 5.03 -5.91
H -0.52 3.92 -6.80
H 0.90 3.30 -6.21
H -1.04 2.43 -4.88
H 1.26 2.55 -3.70
H -0.25 2.72 -2.71
H 1.11 4.30 -0.90
H 2.22 5.34 -1.69
H 2.55 3.63 -1.70
H -1.04 5.02 -3.75
H -2.04 3.91 -3.33
C 3.71 -4.39 5.84
O 4.59 -5.18 6.15
N 2.62 -4.72 5.18
N 3.81 -3.13 6.22
H 2.39 -3.96 4.56
H 2.58 -5.68 4.85
H 4.65 -2.82 6.67
H 3.05 -2.50 5.99
C 5.53 0.19 4.63
O 5.52 0.59 5.79
N 6.28 -0.74 4.08
N 4.78 0.76 3.75
H 6.84 -1.22 4.77
H 6.30 -0.94 3.09
H 4.29 1.60 4.03
H 4.93 0.69 2.75
C -5.79 -1.80 -0.07
O -6.39 -0.74 -0.07
N -4.94 -2.08 0.93
N -6.01 -2.81 -0.91
H -4.63 -1.33 1.54
H -4.68 -3.05 0.95
H -5.49 -3.64 -0.66
H -6.87 -2.80 -1.44
C -2.04 -3.89 4.48
O -2.64 -3.77 5.52
N -0.89 -3.28 4.25
N -2.41 -4.68 3.52
H -0.42 -2.84 5.02
H -0.61 -3.28 3.27
H -1.79 -4.84 2.74
H -3.23 -5.22 3.76
C -7.05 1.93 -2.36
O -7.18 2.81 -3.18
N -5.99 1.71 -1.59
N -7.99 1.06 -2.05
H -5.23 2.37 -1.68
H -6.07 0.99 -0.89
H -8.97 1.30 -2.14
H -7.65 0.27 -1.51
C 3.01 4.42 3.79
O 4.06 3.74 3.69
N 2.24 4.53 4.82
N 2.62 5.20 2.82
H 1.55 5.27 4.83
H 2.55 4.22 5.73
H 3.08 5.18 1.92
H 1.66 5.48 2.93
C -4.18 -6.28 0.03
O -4.47 -5.08 0.21
N -4.04 -7.11 1.01
N -4.09 -6.90 -1.14
H -3.58 -8.00 0.89
H -4.31 -6.71 1.89
H -3.96 -7.90 -1.22
H -4.30 -6.33 -1.94
C -2.31 4.27 5.87
O -2.76 5.11 5.16
N -3.12 3.54 6.60
N -1.05 3.98 5.96
H -4.08 3.85 6.69
H -2.74 2.75 7.10
H -0.32 4.53 5.53
H -0.66 3.21 6.48
C -2.69 -1.68 8.61
O -2.50 -1.47 9.79
N -2.96 -0.84 7.63
N -2.45 -2.91 8.07
H -3.14 -1.22 6.71
H -2.96 0.14 7.89
H -2.07 -3.66 8.62
H -2.55 -3.19 7.11
C 2.99 -2.23 2.52
O 2.20 -2.69 3.26
N 4.11 -2.67 2.22
N 2.85 -1.12 1.85
H 4.65 -2.24 1.48
H 4.34 -3.57 2.62
H 3.62 -0.72 1.34
H 1.97 -0.62 1.93
C 5.13 4.06 0.07
O 4.20 4.86 0.09
N 5.48 3.43 1.15
N 5.86 3.78 -0.99
H 4.82 3.60 1.89
H 6.40 3.04 1.29
H 6.62 3.13 -0.88
H 5.64 4.27 -1.85
C -4.49 -5.53 -4.25
O -5.07 -6.60 -4.37
N -4.77 -4.59 -3.36
N -3.44 -5.20 -5.01
H -4.11 -3.83 -3.24
H -5.67 -4.55 -2.90
H -3.36 -5.74 -5.86
H -2.94 -4.33 -4.86
C -3.30 3.94 -1.12
O -3.11 3.17 -2.03
N -3.92 3.61 -0.03
N -2.83 5.15 -0.96
H -3.88 4.25 0.74
H -4.32 2.69 0.10
H -2.18 5.42 -1.69
H -3.01 5.53 -0.05
```

As for the frontier orbital gap: 8.57 eV. The value obtained for the molar mass is 1761.25 g/mol.



[2]
A structure of composition C57H34CaCl6N4. Source: OMol25; level of theory: ωB97M-V with the def2-TZVPD basis set.

Geometry as XYZ:
```
102
C57H34CaCl6N4 | OMol25 | ωB97M-V with the def2-TZVPD basis set
Ca -0.16 0.24 0.32
C 4.34 -5.19 -2.86
C 4.68 -5.01 -1.52
C 4.06 -4.03 -0.77
C 3.09 -3.20 -1.35
C 2.77 -3.37 -2.69
C 3.39 -4.36 -3.44
C 2.38 -2.14 -0.57
C 1.51 -2.57 0.44
C 1.30 -3.94 0.87
C 0.42 -3.91 1.89
C 0.04 -2.52 2.09
C -0.89 -2.05 3.04
C -1.52 -3.09 3.91
C -0.78 -3.76 4.89
C -1.38 -4.72 5.70
C -2.72 -5.02 5.54
C -3.47 -4.36 4.58
C -2.87 -3.40 3.77
C -1.33 -0.72 3.22
N -0.90 0.35 2.52
C -1.59 1.44 2.93
C -1.39 2.75 2.45
C -2.34 3.80 2.93
C -2.31 4.28 4.24
C -3.21 5.25 4.66
C -4.15 5.76 3.77
C -4.19 5.29 2.47
C -3.29 4.31 2.05
C -0.39 3.20 1.56
C -0.06 4.58 1.29
C 0.99 4.58 0.44
C 1.30 3.19 0.16
N 0.46 2.41 0.87
C 2.30 2.72 -0.71
C 2.65 1.39 -1.00
C 3.72 0.95 -1.88
C 3.72 -0.40 -1.85
C 2.66 -0.81 -0.95
N 2.04 0.29 -0.48
C 3.08 3.77 -1.44
C 4.41 4.03 -1.13
C 5.12 5.01 -1.81
C 4.51 5.75 -2.82
C 3.18 5.50 -3.14
C 2.48 4.52 -2.45
C -2.53 1.04 3.97
C -2.35 -0.28 4.17
N 0.71 -1.76 1.19
H 4.82 -5.96 -3.44
H 5.43 -5.65 -1.07
H 4.31 -3.89 0.28
H 2.02 -2.73 -3.13
H 3.09 -4.50 -4.48
H 1.77 -4.81 0.43
H 0.03 -4.76 2.44
H 0.27 -3.51 5.00
H -0.78 -5.22 6.45
H -3.18 -5.77 6.17
H -4.52 -4.59 4.45
H -3.45 -2.89 3.01
H -1.57 3.88 4.93
H -3.17 5.62 5.68
H -4.85 6.52 4.10
H -4.92 5.67 1.77
H -3.32 3.94 1.03
H -0.56 5.44 1.71
H 1.51 5.44 0.04
H 4.37 1.59 -2.45
H 4.38 -1.07 -2.39
H 4.89 3.46 -0.34
H 6.16 5.20 -1.55
H 5.07 6.51 -3.35
H 2.70 6.06 -3.92
H 1.44 4.31 -2.70
H -3.22 1.69 4.48
H -2.87 -0.91 4.88
Cl -1.40 3.15 -1.98
C -2.74 2.18 -1.37
C -2.45 0.96 -0.79
C -3.54 0.28 -0.32
Cl -3.25 -1.30 0.43
C -4.86 0.74 -0.37
Cl -6.18 -0.17 0.28
C -5.09 1.98 -0.95
Cl -6.70 2.62 -1.02
C -4.02 2.72 -1.47
Cl -4.32 4.27 -2.17
Cl 0.88 -5.89 -6.88
C 0.48 -4.49 -5.88
C -0.26 -4.65 -4.70
C -0.56 -3.56 -3.92
C -0.14 -2.22 -4.24
C -0.36 -1.14 -3.41
C 0.58 -2.12 -5.49
C 0.88 -3.21 -6.26
H -0.58 -5.64 -4.40
H -1.12 -3.72 -3.00
H -0.91 -1.26 -2.48
H -0.03 -0.14 -3.67
H 0.92 -1.14 -5.81
H 1.44 -3.08 -7.19
```

As for the frontier orbital gap: 3.57 eV. Its net charge is -2. The value obtained for the molar mass is 1027.72 g/mol.



We obtain ΔE to the lowest compared entry with this formula, charge and spin values of 0.0, 32.1 kJ/mol for the records listed above, in that order.
We obtain LUMO level values of -0.27, 3.32 eV for the records listed above, in that order.